# C5H11N

A molecular structure, C5H11N (ωB97M-V with the def2-TZVPD basis set, the OMol25 dataset).

Structure (XYZ):
```
17
C5H11N ωB97M-V with the def2-TZVPD basis set
C 2.50 -0.40 0.44
C 1.32 -0.53 -0.53
C 0.09 -0.36 0.35
C -0.46 1.02 0.21
N -1.31 0.24 -0.70
C -2.63 0.04 -0.07
H 2.49 0.58 0.94
H 2.45 -1.17 1.22
H 3.46 -0.50 -0.09
H 1.41 0.21 -1.34
H 1.35 -1.53 -0.99
H -0.90 -0.84 -0.40
H 0.13 1.76 -0.33
H -0.99 1.45 1.06
H -3.22 -0.66 -0.67
H -3.14 1.01 -0.05
H -2.54 -0.34 0.96
```

Properties
F_max = 0.006 Eh/bohr
Kohn-Sham gap = 0.3523 Ha

Atomic partial charges in e from the Mulliken method, atoms 1 to 8:
1 C -1.188
2 C -0.295
3 C -0.352
4 C -0.472
5 N -0.290
6 C -0.867
7 H 0.302
8 H 0.342